8
Properties=species:S:1:pos:R:3:forces:R:3:lowdin_charge:R:1 method="wB97M-V/def2-TZVPD" e_homo_ev="-10.121 / -9.685" de_lowest_kj_mol=519.2 gap_ev="9.91 / 9.21"
C -0.051664 -0.950511 0.061129 -0.6 1.4 -0.1 -0.3034
C -0.012798 0.869970 0.011824 -0.9 2.9 0.9 -0.3576
N 1.061178 -0.037835 0.058444 -0.3 -0.2 1.2 0.0890
N -1.212469 -0.014179 0.090510 3.0 0.0 -0.3 0.1272
H 0.088679 -1.256110 -0.914105 -0.5 -1.3 -2.8 0.1080
H 0.002533 -1.772747 0.647914 -0.1 -2.6 2.2 0.0838
H -0.032376 1.613232 0.844521 0.1 -0.6 0.1 0.1421
H 0.156915 1.548180 -0.800239 -0.7 0.5 -1.2 0.1111



154
Properties=species:S:1:pos:R:3:forces:R:3:lowdin_charge:R:1 method="wB97M-V/def2-TZVPD" e_homo_ev=-8.546 smiles="N[C@H]1NC(=O)C[C@@H]1CCCc1ccccc1.c1ccccc1.c1ccccc1.c1ccccc1.c1ccccc1.c1ccccc1.c1ccccc1.c1ccccc1.c1ccccc1.c1ccccc1.c1ccccc1" gap_ev=8.57
N 8.159817 1.382012 0.726938 -2.0 0.5 -0.6 -0.0082
C 7.121072 1.509258 -0.406680 0.5 -1.1 0.3 -0.2935
N 7.629552 0.470365 -1.381538 -2.2 -0.9 -0.2 0.0249
C 6.804894 -0.796795 -1.336948 2.6 -3.1 -1.5 -0.2639
O 7.363372 -1.989666 -1.565083 -3.8 7.2 1.2 -0.0459
C 5.253200 -0.382990 -0.923211 1.1 -0.9 0.5 -0.0611
C 5.610391 0.923399 0.000355 0.1 -0.6 2.2 -0.2242
C 4.441066 1.993305 0.416756 -0.2 0.6 -0.6 -0.1632
C 3.388460 2.378678 -0.779166 -0.6 -0.1 0.1 -0.1985
C 1.931382 2.846155 -0.107299 -0.3 -0.9 -0.4 -0.1898
C 0.960655 1.495266 -0.223236 -1.2 -1.2 0.4 -0.1520
C 0.795744 0.581192 1.140562 -2.3 -1.5 -4.5 -0.0264
C -0.135139 -0.791199 0.988875 1.0 2.5 -2.9 -0.0566
C -0.837369 -1.193963 -0.439857 2.1 3.2 0.5 -0.0697
C -0.647124 -0.226832 -1.752077 1.9 1.5 2.9 -0.0726
C 0.279923 1.157676 -1.685322 -0.8 -3.3 4.0 -0.0142
H 8.014754 2.123477 1.447676 -0.1 -1.1 -0.6 0.0736
H 8.088955 0.419305 1.134074 0.0 1.3 -0.3 0.0920
H 7.194817 2.629479 -0.745702 -0.5 -2.3 0.3 0.1600
H 7.994039 0.792866 -2.304523 -0.3 -0.8 1.3 0.1372
H 4.570864 -0.274594 -1.867750 1.6 0.2 1.6 0.1167
H 4.765017 -1.278920 -0.311450 1.2 2.1 -1.1 0.1376
H 5.854452 0.408211 1.048990 -0.5 1.1 -2.2 0.1378
H 3.813571 1.551028 1.315135 1.3 0.8 -1.9 0.1118
H 4.923156 3.014485 0.784294 -0.8 -2.2 -0.6 0.1167
H 3.739244 3.230663 -1.499788 -0.3 -1.6 1.5 0.1069
H 3.191016 1.421531 -1.449011 0.3 2.1 1.4 0.0945
H 2.056130 3.202779 1.021254 -0.2 -1.0 -2.4 0.1032
H 1.458883 3.776123 -0.681357 0.9 -2.2 1.1 0.1064
H 1.322269 0.875969 2.161750 -1.3 -0.6 -2.5 0.0830
H -0.227494 -1.462801 1.945150 0.0 1.3 -2.2 0.0730
H -1.480275 -2.193689 -0.495561 1.5 2.5 0.1 0.0771
H -1.143856 -0.452759 -2.800243 1.0 0.3 2.6 0.0920
H 0.443106 1.844689 -2.642028 -0.4 -1.6 2.4 0.0895
C 5.290849 6.412642 2.559242 0.0 0.0 -0.2 -0.0957
C 6.241857 7.345848 2.147515 -0.1 0.0 -0.1 -0.0959
C 6.168496 7.900281 0.870021 -0.1 -0.1 0.0 -0.0943
C 5.145701 7.518002 0.001700 0.0 -0.1 0.2 -0.0938
C 4.200058 6.577834 0.410095 0.1 0.0 0.1 -0.0985
C 4.271176 6.026151 1.688951 0.2 0.1 0.0 -0.1067
H 5.344382 5.985838 3.557083 0.0 0.1 -0.1 0.1007
H 7.040443 7.641937 2.823147 -0.1 0.0 -0.1 0.1009
H 6.907862 8.630093 0.550716 -0.1 -0.1 0.0 0.1014
H 5.086764 7.951686 -0.992700 0.0 -0.1 0.1 0.1011
H 3.406306 6.275310 -0.268571 0.1 0.1 0.1 0.0940
H 3.532810 5.295258 2.007893 0.1 0.1 0.0 0.0869
C 0.935488 3.742554 -5.163893 -0.1 -0.1 -0.2 -0.1055
C -0.087101 4.576426 -5.615311 0.0 -0.1 -0.1 -0.0884
C -0.905917 4.169800 -6.668384 0.1 -0.1 0.0 -0.0886
C -0.699321 2.929952 -7.273631 0.1 0.1 0.2 -0.0926
C 0.329205 2.100009 -6.828351 0.0 0.1 0.1 -0.0960
C 1.145689 2.504978 -5.772775 -0.1 0.1 0.0 -0.1072
H 1.569040 4.056803 -4.338926 0.0 0.0 -0.1 0.0935
H -0.246591 5.543731 -5.145447 0.0 -0.2 -0.1 0.0805
H -1.704941 4.818493 -7.017670 0.1 -0.1 0.1 0.1025
H -1.338706 2.611761 -8.092367 0.1 0.0 0.1 0.1012
H 0.494195 1.136231 -7.303808 0.0 0.1 0.1 0.0987
H 1.945665 1.857098 -5.424345 -0.1 0.1 0.0 0.0958
C -1.620171 -1.250888 6.759207 0.0 0.1 -0.1 -0.0959
C -2.751483 -0.498382 6.445077 0.1 0.0 -0.1 -0.0936
C -2.738381 0.354634 5.341918 0.2 -0.1 0.1 -0.1023
C -1.591456 0.458646 4.554534 0.0 -0.1 0.1 -0.1038
C -0.456986 -0.286874 4.874101 -0.2 0.0 0.1 -0.1066
C -0.471277 -1.142761 5.975073 -0.1 0.1 0.0 -0.0947
H -1.632945 -1.920492 7.614883 0.0 0.1 -0.1 0.1001
H -3.644470 -0.577400 7.060070 0.1 0.0 -0.1 0.1009
H -3.621403 0.938372 5.095414 0.1 -0.1 0.0 0.1024
H -1.581789 1.121168 3.693513 0.0 -0.1 0.1 0.1002
H 0.438979 -0.201510 4.264093 -0.1 0.0 0.1 0.0824
H 0.412091 -1.725431 6.222596 -0.1 0.1 0.0 0.1005
C -2.691564 -4.955619 -0.968353 -0.1 0.0 0.1 -0.1064
C -3.874601 -5.202879 -1.664123 0.0 0.0 0.1 -0.0905
C -5.028662 -5.567802 -0.971489 0.2 0.0 0.1 -0.0991
C -4.998740 -5.689870 0.417911 0.2 0.0 -0.1 -0.0952
C -3.813321 -5.451669 1.112884 0.0 0.0 -0.1 -0.0944
C -2.660147 -5.083069 0.420634 -0.2 0.0 -0.1 -0.1016
H -1.794232 -4.664760 -1.507713 -0.1 -0.1 0.0 0.0899
H -3.897425 -5.110290 -2.747079 0.0 0.0 0.2 0.1019
H -5.951341 -5.757097 -1.513774 0.1 0.0 0.1 0.0918
H -5.898319 -5.971635 0.958054 0.1 0.0 -0.1 0.1005
H -3.788241 -5.552530 2.195172 0.0 0.0 -0.2 0.1008
H -1.737046 -4.895190 0.962574 -0.1 0.0 -0.1 0.0990
C -1.303748 8.596153 -1.626959 0.1 0.0 -0.2 -0.0938
C -1.680828 9.638259 -2.473502 0.1 -0.1 -0.1 -0.0951
C -1.132427 9.732193 -3.752251 0.1 -0.1 0.1 -0.0952
C -0.202740 8.785644 -4.183478 -0.1 0.0 0.2 -0.0959
C 0.181349 7.748805 -3.333546 -0.1 0.1 0.1 -0.1107
C -0.369849 7.652663 -2.056118 -0.1 0.1 -0.1 -0.0935
H -1.736266 8.519408 -0.633102 0.1 0.0 -0.1 0.0998
H -2.403375 10.377418 -2.136668 0.1 -0.1 -0.1 0.1009
H -1.429112 10.542551 -4.412962 0.0 -0.1 0.1 0.1006
H 0.222749 8.857066 -5.180597 0.0 0.0 0.1 0.1014
H 0.910345 7.014386 -3.667229 -0.1 0.1 0.1 0.0896
H -0.072194 6.843272 -1.394757 -0.1 0.1 -0.1 0.0953
C -2.951154 5.154517 5.025492 0.2 0.0 -0.1 -0.0929
C -2.508300 6.221082 4.243746 0.1 -0.1 0.0 -0.0977
C -1.210496 6.220988 3.733381 0.0 -0.1 0.1 -0.0978
C -0.353131 5.155418 4.008540 -0.2 0.0 0.1 -0.0963
C -0.792939 4.093236 4.798024 -0.1 0.1 -0.1 -0.0978
C -2.091992 4.091476 5.305315 0.0 0.2 -0.1 -0.0953
H -3.964607 5.151690 5.417432 0.1 0.0 0.0 0.1003
H -3.175470 7.052745 4.031359 0.1 -0.1 0.0 0.0997
H -0.866830 7.050768 3.121333 0.0 -0.1 0.1 0.0982
H 0.657166 5.153810 3.608935 -0.1 0.0 0.1 0.0913
H -0.123000 3.265502 5.017543 -0.1 0.1 0.0 0.0968
H -2.435340 3.262543 5.918580 0.1 0.1 -0.1 0.0916
C 1.277296 -2.592259 -3.411643 0.1 -0.1 -0.1 -0.1008
C 1.273881 -3.970777 -3.200727 0.0 0.1 -0.2 -0.0956
C 1.349949 -4.843283 -4.285952 0.0 0.2 0.0 -0.0958
C 1.425130 -4.336987 -5.583735 0.0 0.1 0.2 -0.0975
C 1.419165 -2.958524 -5.795269 0.0 0.0 0.1 -0.0979
C 1.346890 -2.085900 -4.709824 0.0 -0.2 0.0 -0.0950
H 1.224789 -1.912630 -2.565440 0.0 -0.1 -0.1 0.0726
H 1.212716 -4.365497 -2.189617 0.0 0.1 -0.1 0.0990
H 1.350706 -5.917537 -4.120965 0.0 0.2 0.0 0.1002
H 1.487012 -5.016438 -6.429256 0.0 0.1 0.1 0.0995
H 1.471751 -2.563758 -6.806973 0.0 -0.1 0.1 0.0982
H 1.344622 -1.011691 -4.874690 0.0 -0.1 0.0 0.0885
C 12.364421 2.599949 4.440030 -0.1 -0.1 -0.2 -0.1024
C 11.341832 3.433822 3.988613 0.0 -0.1 0.0 -0.1025
C 10.523016 3.027195 2.935540 0.2 -0.2 0.1 -0.1001
C 10.729612 1.787348 2.330293 0.2 0.0 0.1 -0.1012
C 11.758138 0.957405 2.775573 0.0 0.2 0.2 -0.0901
C 12.574623 1.362373 3.831149 -0.1 0.1 0.0 -0.0997
H 12.997974 2.914199 5.264998 -0.1 0.0 -0.1 0.0978
H 11.182342 4.401126 4.458477 0.0 -0.1 -0.1 0.0974
H 9.723993 3.675889 2.586254 0.1 0.0 0.0 0.0926
H 10.090228 1.469157 1.511557 0.3 0.1 0.1 0.0555
H 11.923128 -0.006373 2.300116 0.0 0.1 0.1 0.1012
H 13.374598 0.714494 4.179579 -0.1 0.1 0.0 0.0985
C -7.698435 -8.277242 -3.046319 -0.2 -0.1 0.1 -0.0980
C -8.881472 -8.524501 -3.742089 0.0 0.0 0.1 -0.0980
C -10.035533 -8.889424 -3.049455 0.2 0.0 0.1 -0.0949
C -10.005612 -9.011493 -1.660055 0.2 0.0 -0.1 -0.0928
C -8.820192 -8.773291 -0.965083 0.0 0.0 -0.1 -0.0878
C -7.667018 -8.404692 -1.657332 -0.2 0.0 -0.1 -0.1001
H -6.801103 -7.986382 -3.585679 -0.1 -0.1 0.1 0.0995
H -8.904296 -8.431913 -4.825045 0.0 0.0 0.2 0.0997
H -10.958212 -9.078720 -3.591740 0.1 0.0 0.1 0.0998
H -10.905190 -9.293257 -1.119913 0.1 0.0 -0.1 0.0788
H -8.795112 -8.874152 0.117205 0.0 0.0 -0.2 0.1022
H -6.743917 -8.216812 -1.115392 -0.1 0.0 -0.1 0.0912
C -11.061318 -12.086431 2.004507 -0.1 0.2 0.0 -0.0945
C -11.131459 -11.685750 3.338428 -0.1 0.1 -0.1 -0.0976
C -11.831983 -10.530649 3.684512 0.0 0.0 -0.2 -0.0976
C -12.459391 -9.772973 2.695314 0.1 -0.2 0.0 -0.0960
C -12.381427 -10.168567 1.360258 0.1 -0.1 0.1 -0.1067
C -11.684069 -11.325741 1.014534 0.0 0.0 0.2 -0.1043
H -10.521073 -12.990163 1.735959 -0.1 0.1 0.0 0.1006
H -10.640430 -12.274685 4.109098 -0.1 0.1 -0.1 0.1001
H -11.889304 -10.220559 4.724609 0.0 0.0 -0.2 0.0997
H -13.007406 -8.874427 2.964910 0.1 -0.1 0.0 0.1000
H -12.865303 -9.574995 0.588452 0.0 -0.1 0.1 0.0977
H -11.625386 -11.635168 -0.025622 0.0 0.0 0.1 0.0993



8
Properties=species:S:1:pos:R:3:forces:R:3:lowdin_charge:R:1 method="wB97M-V/def2-TZVPD" e_homo_ev=-9.702 de_lowest_kj_mol=39.5 gap_ev=9.80
C -0.204709 -0.512396 -0.115701 -1.2 -1.1 -1.2 -0.9002
C 0.604384 0.607587 0.287198 1.0 4.6 -1.5 -0.4989
N 0.219466 -1.447057 -0.817698 0.9 -0.6 0.7 0.1035
Br -2.088664 -0.351873 0.329792 -0.1 -0.9 0.4 0.6194
Br -0.550316 2.321262 0.214580 1.1 -0.3 0.0 0.4776
H 1.489911 1.004876 -0.339696 -1.5 -1.6 0.7 0.1011
H 0.894376 0.657582 1.296501 0.2 -0.5 1.3 0.0359
H -0.364448 -2.279982 -0.854976 -0.3 0.4 -0.4 0.0616



no.,strongest force on any atom (eV/Å)
1,3.4
2,8.2
3,4.9